# C27H24BaN4OS4Se

C27H24BaN4OS4Se as an isolated structure (ωB97M-V/def2-TZVPD, OMol25).

Its strongest force on any atom is 0.3 eV/Å. Its spin multiplicity is 1. Its LUMO energy is 4.07 eV. As for the orbital gap: 4.00 eV. Its net charge is -2.

Last column: Löwdin charge in e.
CARTESIAN COORDINATES (ANGSTROEM)
Ba1 -0.8958 -0.0432 0.8593  1.47
S1 -2.6040 -0.7652 -1.6592  0.33
C1 -2.3320 0.5212 -2.8149  -0.76
C2 -3.2469 1.5889 -2.8947  -0.14
C3 -3.1340 2.5943 -3.8331  -0.11
C4 -2.0927 2.5862 -4.7555  -0.13
C5 -1.1605 1.5673 -4.6878  -0.15
C6 -1.2590 0.5528 -3.7354  -0.58
S2 0.0283 -0.6717 -3.7014  0.88
C7 0.9709 -0.0066 -2.2792  -0.40
C8 1.6895 -1.1091 -1.5647  -0.35
C9 2.9251 -1.5610 -2.0183  -0.02
C10 3.5524 -2.5874 -1.3371  -0.06
C11 2.9441 -3.1282 -0.2165  -0.03
C12 1.7182 -2.6114 0.1849  -0.36
C13 1.0402 -3.0914 1.4395  -0.41
S3 -0.7125 -3.4548 1.1009  0.86
C14 -1.2242 -4.0007 2.7123  -0.56
C15 -1.5062 -5.3607 2.8493  -0.14
C16 -1.9580 -5.8891 4.0451  -0.13
C17 -2.1205 -5.0294 5.1291  -0.12
C18 -1.8391 -3.6845 5.0047  -0.15
C19 -1.3873 -3.1096 3.7967  -0.76
S4 -1.0812 -1.3978 3.7442  0.37
N1 1.1071 -1.6437 -0.4932  0.05
H1 -4.0580 1.6046 -2.1784  0.09
H2 -3.8560 3.4030 -3.8341  0.09
H3 -1.9887 3.3790 -5.4859  0.09
H4 -0.3167 1.5498 -5.3675  0.09
H5 0.2485 0.4915 -1.6346  0.01
H6 1.6799 0.7483 -2.6189  0.10
H7 3.3777 -1.0969 -2.8846  0.11
H8 4.5165 -2.9555 -1.6672  0.10
H9 3.4106 -3.9210 0.3534  0.10
H10 1.0822 -2.3134 2.2095  0.05
H11 1.5299 -3.9886 1.8154  0.08
H12 -1.3657 -6.0004 1.9861  0.09
H13 -2.1789 -6.9458 4.1316  0.08
H14 -2.4725 -5.4130 6.0807  0.09
H15 -1.9699 -3.0184 5.8481  0.08
Se1 0.0576 5.1129 0.9861  0.86
N2 1.8424 4.7164 0.7663  -0.39
C20 2.1508 3.4111 0.8261  -0.43
C21 3.4916 3.0160 0.9650  -0.09
C22 3.8601 1.6770 1.1499  -0.16
C23 2.8836 0.7154 1.1743  -0.24
N3 1.5888 1.0244 0.9342  -0.10
C24 1.2049 2.2891 0.6815  -0.39
N4 -0.0959 2.3913 0.2969  -0.18
H16 4.2319 3.8090 0.9890  0.08
H17 4.8995 1.4014 1.2966  0.07
H18 3.1090 -0.3319 1.3559  0.08
C25 -2.6350 3.0776 0.9754  -0.17
O1 -2.0332 3.6211 -0.1690  -0.21
C26 -0.6015 3.6188 -0.1797  -0.84
C27 -0.2109 3.9131 -1.6169  -0.07
H19 -3.5215 3.6711 1.2144  0.08
H20 -1.9586 3.0824 1.8333  0.06
H21 -2.9856 2.0526 0.7753  0.04
H22 -0.7098 4.8147 -1.9755  0.07
H23 -0.4976 3.0656 -2.2449  0.06
H24 0.8690 4.0626 -1.6624  0.07

Forces on the atoms, in the same order (eV/Å):
Ba -0.094 -0.118 0.038
S 0.048 0.054 0.018
C -0.065 -0.023 -0.080
C 0.034 -0.016 -0.005
C -0.001 0.002 0.002
C -0.023 0.025 0.010
C 0.051 -0.033 0.000
C -0.066 0.019 0.008
S 0.017 0.006 0.011
C -0.013 -0.018 0.022
C 0.056 -0.047 -0.033
C -0.010 0.001 -0.003
C 0.005 0.002 -0.005
C -0.022 0.009 0.007
C 0.063 -0.085 -0.002
C 0.062 0.054 -0.100
S -0.020 -0.004 0.019
C 0.016 -0.027 0.010
C 0.014 0.027 -0.017
C -0.020 -0.010 0.030
C 0.011 0.000 -0.008
C 0.045 0.005 -0.030
C -0.092 0.011 -0.004
S 0.022 -0.035 0.039
N -0.133 0.082 0.069
H 0.003 0.000 0.005
H -0.002 0.000 -0.005
H -0.001 -0.005 -0.006
H -0.001 0.004 0.005
H 0.101 0.037 0.033
H -0.010 0.004 -0.010
H 0.005 -0.001 0.002
H 0.001 0.001 -0.003
H 0.004 0.000 -0.005
H 0.001 -0.027 0.033
H -0.022 -0.003 0.029
H -0.001 -0.002 0.002
H 0.002 0.001 -0.001
H -0.002 -0.006 -0.003
H -0.003 -0.005 0.005
Se 0.019 0.071 0.040
N 0.024 0.006 -0.020
C -0.077 -0.017 -0.003
C -0.045 -0.029 0.004
C 0.050 0.018 -0.005
C -0.058 0.047 -0.032
N 0.155 -0.034 0.027
C 0.079 -0.068 0.046
N -0.132 0.243 -0.160
H 0.020 -0.014 0.001
H 0.000 0.012 0.002
H -0.006 -0.004 -0.003
C -0.030 -0.042 -0.013
O 0.014 0.023 -0.016
C 0.015 -0.138 0.000
C 0.017 0.080 -0.007
H 0.013 0.021 -0.002
H -0.008 0.017 0.016
H -0.002 -0.029 0.046
H -0.009 -0.008 0.003
H 0.003 -0.025 -0.004
H -0.002 -0.009 0.001

# C27H24Br2GaIN3O4

C27H24Br2GaIN3O4 as an isolated structure (ωB97M-V/def2-TZVPD, OMol25).

Its strongest force on any atom is 0.5 eV/Å. Its spin multiplicity is 1. Its LUMO energy is -2.42 eV. As for the orbital gap: 8.16 eV. Its net charge is +1.

Last column: Löwdin charge in e.
CARTESIAN COORDINATES (ANGSTROEM)
Ga1 -0.0521 0.2933 0.6608  0.43
Br1 -3.1890 -1.7209 1.0824  0.88
C1 -1.6281 -2.1638 2.0511  -0.68
C2 -1.6034 -3.3543 2.7519  -0.07
C3 -0.4655 -3.6622 3.4762  0.00
C4 0.6009 -2.7787 3.4916  0.04
C5 0.4905 -1.6216 2.7567  -0.15
N1 -0.6092 -1.3136 2.0434  0.06
C6 1.6119 -0.6051 2.7088  -0.52
O1 2.5538 -0.7163 3.4490  0.13
O2 1.4337 0.3458 1.8245  -0.02
H1 -2.4534 -4.0183 2.7194  0.11
H2 -0.4161 -4.5917 4.0304  0.13
H3 1.5078 -2.9602 4.0507  0.13
Br2 0.3666 0.7302 -3.2156  0.90
C7 1.6124 1.4901 -1.9969  -0.67
C8 2.8458 1.8103 -2.5277  -0.10
C9 3.7702 2.4290 -1.7021  -0.03
C10 3.4187 2.7257 -0.4005  -0.02
C11 2.1666 2.3534 0.0430  -0.09
N2 1.2632 1.7158 -0.7274  0.02
H4 3.0685 1.5825 -3.5592  0.11
H5 4.7512 2.6833 -2.0834  0.12
H6 4.1017 3.2217 0.2740  0.12
H7 1.8670 2.5358 1.0653  0.12
I1 5.8451 -5.1262 -2.0064  0.90
C12 4.0490 -4.1729 -1.5830  -0.74
C13 4.0607 -2.8462 -1.1736  -0.14
C14 2.8556 -2.2124 -0.9000  -0.01
C15 1.6549 -2.9048 -1.0179  -0.13
C16 1.6605 -4.2357 -1.4131  -0.01
C17 2.8559 -4.8749 -1.7059  -0.14
C18 0.3439 -2.2531 -0.6950  -0.52
O3 -0.6797 -2.8802 -0.5478  0.06
O4 0.4333 -0.9355 -0.6041  -0.10
H8 4.9971 -2.3154 -1.0630  0.10
H9 2.8488 -1.1805 -0.5715  0.11
H10 0.7181 -4.7629 -1.4894  0.12
H11 2.8599 -5.9103 -2.0192  0.10
C19 -2.9512 2.4769 -3.2631  0.01
N3 -3.0655 2.1792 -1.8018  -0.17
C20 -3.2957 0.7200 -1.5418  0.00
C21 -1.8476 2.6685 -1.0365  -0.10
C22 -2.0686 2.5667 0.4442  -0.25
C23 -2.9791 3.4494 1.0274  -0.04
C24 -3.2243 3.4169 2.3889  -0.06
C25 -2.5297 2.5077 3.1765  -0.05
C26 -1.6250 1.6324 2.5922  -0.08
C27 -1.3823 1.6237 1.2096  -0.13
H12 -3.8688 2.1735 -3.7577  0.11
H13 -2.1046 1.9187 -3.6521  0.04
H14 -2.7846 3.5431 -3.3876  0.11
H15 -3.8702 2.6851 -1.4334  0.17
H16 -2.3983 0.1817 -1.8442  0.09
H17 -4.1563 0.3922 -2.1193  0.11
H18 -3.4637 0.5955 -0.4768  0.04
H19 -1.6688 3.6931 -1.3597  0.14
H20 -1.0293 2.0454 -1.3816  0.04
H21 -3.4809 4.2025 0.4206  0.12
H22 -3.9300 4.1059 2.8338  0.11
H23 -2.6893 2.4838 4.2479  0.12
H24 -1.1034 0.9385 3.2375  0.10

Forces on the atoms, in the same order (eV/Å):
Ga 0.190 -0.234 0.449
Br 0.114 0.047 0.149
C 0.128 0.191 0.014
C -0.043 -0.073 0.051
C -0.055 -0.154 0.066
C 0.057 -0.029 0.079
C -0.244 0.106 -0.123
N 0.012 -0.258 -0.096
C -0.033 0.052 -0.154
O 0.067 0.050 -0.013
O 0.043 -0.016 0.112
H -0.009 -0.006 0.000
H -0.008 0.040 -0.031
H -0.016 0.012 -0.025
Br 0.053 -0.118 0.120
C 0.079 0.096 0.301
C 0.064 0.049 -0.046
C 0.110 -0.007 -0.147
C -0.027 0.060 0.092
C -0.250 -0.063 0.001
N 0.282 -0.098 -0.360
H 0.002 0.004 0.002
H -0.031 -0.010 0.001
H -0.018 -0.009 -0.005
H -0.005 -0.023 -0.014
I 0.109 -0.057 -0.027
C -0.057 0.009 0.020
C -0.164 0.051 0.020
C 0.118 -0.022 0.006
C -0.108 0.081 0.016
C 0.055 -0.146 -0.042
C -0.083 0.070 0.039
C 0.271 0.027 -0.033
O -0.090 -0.009 -0.028
O -0.092 0.107 -0.235
H -0.035 -0.014 -0.010
H 0.011 -0.010 -0.019
H 0.025 0.003 -0.001
H 0.004 0.032 0.000
C -0.016 -0.051 0.252
N 0.106 -0.113 -0.129
C 0.049 0.295 -0.075
C -0.227 -0.132 -0.070
C 0.050 0.092 -0.109
C 0.013 0.114 -0.012
C 0.052 -0.067 0.010
C 0.008 0.006 -0.039
C -0.105 0.057 -0.130
C -0.295 0.141 0.212
H -0.028 -0.008 -0.023
H -0.028 0.037 -0.013
H -0.013 0.018 -0.034
H -0.042 0.027 0.039
H -0.032 -0.041 0.001
H 0.003 -0.018 0.017
H -0.011 -0.058 -0.033
H -0.053 0.048 -0.005
H 0.021 0.061 0.058
H 0.051 -0.074 0.013
H 0.015 -0.010 -0.005
H 0.011 -0.004 -0.057
H 0.043 -0.049 0.003

- Number 1 is which compound?
  C27H24BaN4OS4Se